--- 1 ---
C9H8O2 | ωB97M-V/def2-TZVPD

Structure (ORCA input):
```
! RIJCOSX wB97M-V def2-TZVPD def2/J DEFGRID3
* xyz 0 1
C 1.674 -1.971 -0.034
C 1.434 -0.367 -0.248
C 0.009 0.116 -0.161
C -0.248 1.462 -0.437
C -1.523 1.960 -0.225
C -2.563 1.131 0.124
C -2.339 -0.228 0.254
C -1.067 -0.746 0.151
O 2.464 0.339 -1.153
C 2.566 0.422 0.125
O 3.294 0.851 0.959
H 1.155 -2.073 0.952
H 2.741 -2.274 -0.051
H 1.063 -2.634 -0.845
H 0.556 2.150 -0.794
H -1.625 3.051 0.054
H -3.544 1.656 0.355
H -3.001 -1.006 0.594
H -1.046 -1.839 0.381
*
```

Results
Orbital gap ... 10.044 eV
HOMO energy ... -0.346 Eh
Structure (SMILES) ... C[C@]1(c2ccccc2)OC1=O
LUMO energy ... 0.0229 Ha



--- 2 ---
C9H8O2 | ωB97M-V/def2-TZVPD

Structure (ORCA input):
```
! RIJCOSX wB97M-V def2-TZVPD def2/J DEFGRID3
* xyz 0 1
C 0.119 1.315 2.893
C 0.611 2.197 1.914
C -0.147 -0.003 2.697
C 0.806 1.758 0.624
C -0.052 -0.481 1.404
C 0.433 0.453 0.407
C -0.320 -1.538 0.297
C 0.145 -0.545 -0.661
C -0.401 -1.308 -3.708
O -1.181 -0.944 -0.655
O 0.701 -1.086 -2.949
H 0.050 1.842 3.779
H 0.819 3.205 2.224
H -0.509 -0.585 3.514
H 1.354 2.401 0.007
H -0.273 -2.499 0.480
H -0.555 -2.432 -3.901
H -0.292 -1.030 -4.767
H -1.307 -0.722 -3.598
*
```

Results
Orbital gap (spin up / spin down) ... 7.154 / 7.144 eV
HOMO energy (spin up / spin down) ... -0.323 / -0.323 Eh
LUMO energy (spin up / spin down) ... -0.0603 / -0.0603 Ha



Most stable: 1. Least stable: 2.